Density functional theory data (ωB97M-V with the def2-TZVPD basis set) for a structure of composition C26H34N4PbS4.

CARTESIAN COORDINATES (ANGSTROEM)
1 Pb -0.248 0.056 -0.135
2 C 2.134 -2.173 -1.268
3 N 1.705 -1.744 0.078
4 C 1.297 -2.930 0.851
5 C 0.178 -2.701 1.835
6 C 0.232 -3.218 3.117
7 C -0.909 -3.181 3.907
8 C -2.073 -2.661 3.371
9 C -2.031 -2.135 2.090
10 N -0.923 -2.108 1.342
11 C 2.784 -1.030 0.779
12 C 3.168 0.254 0.071
13 C 4.423 0.814 0.244
14 C 4.767 1.935 -0.496
15 C 3.857 2.443 -1.410
16 C 2.617 1.839 -1.506
17 N 2.262 0.784 -0.762
18 C 0.985 -2.361 -2.230
19 C 1.097 -3.274 -3.268
20 C 0.073 -3.379 -4.194
21 C -1.048 -2.575 -4.050
22 C -1.090 -1.699 -2.985
23 N -0.097 -1.585 -2.093
24 H 2.711 -3.101 -1.206
25 H 2.790 -1.418 -1.695
26 H 2.157 -3.378 1.357
27 H 0.915 -3.671 0.145
28 H 1.146 -3.670 3.481
29 H -0.889 -3.571 4.917
30 H -2.999 -2.657 3.930
31 H -2.922 -1.716 1.642
32 H 3.677 -1.661 0.864
33 H 2.443 -0.816 1.796
34 H 5.132 0.364 0.928
35 H 5.741 2.392 -0.375
36 H 4.101 3.289 -2.037
37 H 1.873 2.210 -2.200
38 H 1.980 -3.895 -3.349
39 H 0.144 -4.082 -5.014
40 H -1.873 -2.627 -4.746
41 H -1.950 -1.055 -2.832
42 C 1.297 2.939 2.306
43 C 0.548 3.962 1.455
44 S 0.085 3.343 -0.195
45 C -1.519 4.139 -0.481
46 C -2.199 3.532 -1.702
47 S -2.547 1.742 -1.642
48 C -4.099 1.681 -0.692
49 C -4.045 2.051 0.788
50 S -2.830 1.062 1.716
51 C -2.180 2.265 2.910
52 C -0.934 1.748 3.622
53 S 0.516 1.318 2.598
54 H 1.498 3.374 3.285
55 H 2.258 2.688 1.851
56 H 1.199 4.824 1.315
57 H -0.358 4.307 1.948
58 H -1.355 5.202 -0.656
59 H -2.122 4.027 0.415
60 H -1.578 3.661 -2.589
61 H -3.148 4.036 -1.888
62 H -4.447 0.656 -0.823
63 H -4.807 2.334 -1.202
64 H -5.026 1.865 1.223
65 H -3.815 3.104 0.930
66 H -2.953 2.450 3.657
67 H -1.980 3.193 2.383
68 H -1.159 0.832 4.170
69 H -0.594 2.495 4.339

## Properties
LUMO = -0.180 Ha
frontier orbital gap = 8.96 eV
net charge = +2

***

Density functional theory data (ωB97M-V with the def2-TZVPD basis set) for a structure of composition C26H35AuClO5Si3.

CARTESIAN COORDINATES (ANGSTROEM)
1 Au 0.004 -0.132 -0.049
2 O 3.251 1.786 -1.758
3 Cl 2.429 1.527 -0.621
4 O 2.912 2.212 0.528
5 O 2.366 0.096 -0.361
6 O 1.060 1.932 -0.908
7 C -2.959 0.456 -2.045
8 Si -2.406 -0.002 -0.290
9 C -3.330 1.138 0.904
10 C -2.885 -1.801 0.093
11 C -4.213 -2.087 0.421
12 C -4.624 -3.361 0.782
13 C -3.691 -4.389 0.817
14 C -2.371 -4.116 0.497
15 C -1.946 -2.834 0.135
16 Si -0.088 -2.550 -0.136
17 C 0.862 -3.568 1.145
18 C 0.422 -3.210 -1.842
19 H -4.049 0.520 -2.108
20 H -2.616 -0.287 -2.766
21 H -2.544 1.423 -2.337
22 H -4.390 0.891 0.964
23 H -3.237 2.181 0.596
24 H -2.895 1.043 1.901
25 H -4.955 -1.295 0.397
26 H -5.659 -3.552 1.039
27 H -3.992 -5.392 1.098
28 H -1.649 -4.926 0.530
29 H 0.809 -4.637 0.938
30 H 0.457 -3.379 2.141
31 H 1.914 -3.271 1.149
32 H 0.389 -4.304 -1.862
33 H 1.440 -2.896 -2.082
34 H -0.241 -2.828 -2.618
35 C -1.578 0.742 5.028
36 C -0.134 0.241 5.003
37 C -0.131 -1.286 5.053
38 C 0.618 0.783 6.223
39 Si 0.674 0.826 3.324
40 O -0.141 0.012 2.233
41 C 2.527 0.420 3.399
42 C 3.523 1.397 3.438
43 C 4.868 1.055 3.452
44 C 5.251 -0.278 3.422
45 C 4.278 -1.264 3.357
46 C 2.936 -0.914 3.341
47 C 0.462 2.710 3.232
48 C 1.025 3.619 4.129
49 C 0.854 4.989 3.980
50 C 0.114 5.483 2.916
51 C -0.456 4.598 2.013
52 C -0.287 3.232 2.177
53 H -2.055 0.487 5.984
54 H -2.152 0.275 4.224
55 H -1.628 1.827 4.899
56 H -0.733 -1.640 5.901
57 H 0.884 -1.672 5.179
58 H -0.551 -1.702 4.134
59 H 0.208 0.343 7.144
60 H 0.520 1.868 6.301
61 H 1.682 0.535 6.178
62 H 3.249 2.444 3.422
63 H 5.620 1.835 3.475
64 H 6.302 -0.543 3.433
65 H 4.567 -2.309 3.316
66 H 2.184 -1.693 3.265
67 H 1.620 3.259 4.962
68 H 1.300 5.669 4.696
69 H -0.012 6.553 2.793
70 H -1.029 4.973 1.172
71 H -0.732 2.550 1.462

## Properties
LUMO = 0.069 Ha
energy above the lowest of the compared OMol25 structures with the same formula, charge and spin = 126.85 kJ/mol
frontier orbital gap = 6.91 eV
net charge = -1

***

Density functional theory data (ωB97M-V with the def2-TZVPD basis set) for a structure of composition C26H35CoN4O3SSi2.

CARTESIAN COORDINATES (ANGSTROEM)
1 Co 0.960 -1.044 -0.484
2 C -1.981 -2.975 -0.418
3 Si -0.100 -3.062 -0.125
4 C 0.032 -3.851 1.607
5 C 0.494 -4.428 -1.317
6 C 0.051 -5.756 -1.334
7 C 0.554 -6.670 -2.245
8 C 1.518 -6.266 -3.166
9 C 1.962 -4.954 -3.162
10 C 1.462 -4.019 -2.247
11 Si 1.978 -2.180 -2.143
12 C 3.871 -2.223 -2.011
13 C 1.672 -1.510 -3.898
14 H -2.450 -3.953 -0.269
15 H -2.195 -2.651 -1.438
16 H -2.451 -2.264 0.267
17 H -0.505 -4.803 1.671
18 H -0.376 -3.186 2.374
19 H 1.081 -4.035 1.848
20 H -0.701 -6.083 -0.621
21 H 0.202 -7.696 -2.243
22 H 1.918 -6.977 -3.880
23 H 2.712 -4.651 -3.888
24 H 4.296 -2.864 -2.790
25 H 4.185 -2.603 -1.037
26 H 4.295 -1.222 -2.124
27 H 2.144 -2.153 -4.647
28 H 2.081 -0.502 -4.010
29 H 0.605 -1.453 -4.116
30 C 1.607 3.745 -3.443
31 N 2.021 2.771 -2.453
32 C 3.214 2.864 -1.799
33 C 3.599 1.965 -0.877
34 C 2.694 0.859 -0.604
35 O 2.927 -0.064 0.190
36 N 1.509 0.806 -1.271
37 C 1.139 1.706 -2.196
38 O 0.059 1.686 -2.780
39 H 2.354 4.536 -3.485
40 H 0.637 4.162 -3.174
41 H 1.510 3.280 -4.424
42 H 3.823 3.717 -2.071
43 H 4.544 2.037 -0.364
44 C -2.118 0.379 4.402
45 C -1.202 1.535 4.781
46 C -0.006 1.699 3.851
47 N -0.381 2.156 2.522
48 C -0.455 1.381 1.431
49 S -0.113 -0.252 1.440
50 N -0.856 2.037 0.272
51 C -1.428 3.302 0.175
52 O -1.113 4.113 -0.669
53 C -2.567 3.595 1.132
54 C -3.379 2.580 1.628
55 C -4.438 2.895 2.467
56 C -4.678 4.220 2.810
57 C -3.874 5.234 2.306
58 C -2.820 4.921 1.459
59 H -2.937 0.284 5.116
60 H -1.571 -0.563 4.373
61 H -2.548 0.521 3.411
62 H -0.817 1.390 5.795
63 H -1.770 2.472 4.796
64 H 0.536 0.761 3.728
65 H 0.686 2.439 4.260
66 H -0.612 3.132 2.439
67 H -0.462 1.657 -0.591
68 H -3.193 1.553 1.344
69 H -5.074 2.106 2.849
70 H -5.502 4.463 3.470
71 H -4.072 6.266 2.565
72 H -2.189 5.691 1.035

## Properties
LUMO (spin up / spin down) = 0.075 / 0.075 Ha
<S²> = 0.823
energy above the lowest of the compared OMol25 structures with the same formula, charge and spin = 25.83 kJ/mol
multiplicity = 2
frontier orbital gap (spin up / spin down) = 6.36 / 5.56 eV
net charge = -1

***

Density functional theory data (ωB97M-V with the def2-TZVPD basis set) for a structure of composition C26H35F3N4O4S3.

CARTESIAN COORDINATES (ANGSTROEM)
1 C -3.861 0.277 0.684
2 C -2.652 -0.488 1.170
3 C -3.000 -1.401 2.324
4 N -1.646 0.428 1.706
5 N -1.455 0.445 3.009
6 N -0.858 1.624 3.250
7 C -0.675 1.956 4.704
8 C 0.552 1.217 5.155
9 C -1.978 1.601 5.395
10 C -0.512 2.266 2.078
11 C 0.029 3.737 2.026
12 C 0.198 4.293 0.614
13 C 1.383 3.874 2.720
14 C -1.080 4.600 2.631
15 C -1.060 1.512 1.071
16 C -1.142 1.799 -0.376
17 H -4.601 -0.424 0.302
18 H -4.296 0.782 1.548
19 H -3.604 0.996 -0.090
20 H -2.188 -1.020 0.334
21 H -3.718 -2.153 1.987
22 H -2.109 -1.910 2.693
23 H -3.447 -0.809 3.127
24 H -0.522 3.024 4.753
25 H 0.796 1.521 6.189
26 H 0.366 0.130 5.069
27 H 1.401 1.494 4.503
28 H -1.897 1.784 6.476
29 H -2.827 2.198 5.004
30 H -2.216 0.534 5.272
31 H -0.787 4.392 0.137
32 H 0.595 5.323 0.594
33 H 0.871 3.662 0.023
34 H 1.341 3.574 3.779
35 H 2.130 3.249 2.198
36 H 1.715 4.930 2.662
37 H -1.234 4.386 3.696
38 H -0.879 5.680 2.517
39 H -2.023 4.386 2.100
40 H -0.896 2.888 -0.442
41 H -2.156 1.683 -0.810
42 F 2.009 1.333 0.389
43 C 1.816 1.077 -0.943
44 F 2.694 1.852 -1.671
45 F 2.201 -0.184 -1.186
46 S 0.129 1.437 -1.561
47 N 0.216 -2.790 -3.945
48 S 0.227 -1.404 -4.920
49 C 1.494 -2.232 -5.953
50 C 2.545 -1.594 -6.633
51 C 3.615 -2.377 -7.102
52 C 3.670 -3.746 -6.788
53 C 2.656 -4.340 -6.039
54 C 1.573 -3.568 -5.669
55 O -1.043 -1.237 -5.587
56 O 0.875 -0.226 -4.347
57 S -0.879 -2.753 -2.732
58 C 0.190 -3.001 -1.297
59 C 1.131 -4.045 -1.270
60 C 1.838 -4.313 -0.098
61 C 1.674 -3.516 1.047
62 C 0.863 -2.381 0.951
63 C 0.155 -2.109 -0.219
64 O -1.524 -1.467 -2.540
65 O -1.716 -3.922 -2.824
66 H 2.568 -0.515 -6.724
67 H 4.444 -1.907 -7.640
68 H 4.530 -4.340 -7.082
69 H 2.693 -5.364 -5.680
70 H 0.849 -3.990 -4.968
71 H 1.329 -4.622 -2.169
72 H 2.540 -5.157 -0.057
73 H 2.163 -3.776 1.994
74 H 0.759 -1.725 1.807
75 H -0.340 -1.133 -0.330

## Properties
LUMO = -0.039 Ha
energy above the lowest of the compared OMol25 structures with the same formula, charge and spin = 20.60 kJ/mol
frontier orbital gap = 6.39 eV

***

Density functional theory data (ωB97M-V with the def2-TZVPD basis set) for a cluster of 2 separate species, C26H35F3N4O9P in total.

CARTESIAN COORDINATES (ANGSTROEM)
1 C 2.472 -2.176 1.773
2 C 2.085 -0.778 1.413
3 O 2.332 0.207 2.045
4 O 1.403 -0.692 0.202
5 C 0.119 -0.129 0.322
6 N -0.439 -0.040 -1.047
7 C -0.656 1.300 -1.358
8 N 0.218 2.045 -1.953
9 C 1.569 1.634 -2.335
10 C 2.726 2.334 -1.569
11 O 3.374 1.483 -0.663
12 C 2.276 3.545 -0.757
13 F 3.314 4.195 -0.249
14 F 1.588 4.404 -1.556
15 F 1.458 3.199 0.262
16 N -1.916 1.712 -1.002
17 P -2.597 3.120 -1.747
18 O -1.910 3.520 -2.985
19 C -2.715 0.470 -0.785
20 O -2.953 0.256 0.582
21 C -1.790 -0.632 -1.328
22 C -2.031 -2.024 -0.727
23 C -0.823 -2.961 -0.554
24 C 0.104 -3.121 -1.752
25 C 1.374 -3.919 -1.387
26 O 2.574 -3.214 -1.681
27 C -1.899 -0.714 -2.892
28 O -2.499 0.397 -3.518
29 C -3.859 0.403 -3.733
30 C -4.732 -0.570 -3.264
31 C -6.091 -0.445 -3.518
32 C -6.581 0.640 -4.220
33 C -5.693 1.605 -4.683
34 C -4.337 1.491 -4.446
35 H 2.917 -2.183 2.762
36 H 3.179 -2.540 1.025
37 H 1.594 -2.821 1.730
38 H -0.533 -0.753 0.931
39 H 0.188 0.863 0.777
40 H -0.073 2.981 -2.227
41 H 1.672 1.863 -3.395
42 H 1.663 0.560 -2.200
43 H 3.440 2.722 -2.299
44 H 4.042 0.968 -1.126
45 H -3.956 2.799 -1.840
46 H -2.493 4.064 -0.719
47 H -3.668 0.576 -1.299
48 H -3.204 1.087 1.000
49 H -2.507 -1.911 0.246
50 H -2.762 -2.543 -1.349
51 H -1.243 -3.943 -0.320
52 H -0.251 -2.673 0.327
53 H 0.459 -2.161 -2.126
54 H -0.411 -3.648 -2.558
55 H 1.372 -4.902 -1.861
56 H 1.384 -4.097 -0.310
57 H 2.906 -3.497 -2.536
58 H -0.872 -0.724 -3.259
59 H -2.351 -1.653 -3.209
60 H -4.383 -1.428 -2.706
61 H -6.765 -1.207 -3.152
62 H -7.643 0.726 -4.398
63 H -6.070 2.456 -5.233
64 H -3.648 2.247 -4.799
65 C 4.005 0.616 4.836
66 C 5.081 0.166 5.591
67 C 4.905 -0.166 6.926
68 C 3.644 -0.041 7.476
69 C 2.560 0.410 6.747
70 C 2.749 0.740 5.415
71 N 3.444 -0.409 8.891
72 O 4.413 -0.783 9.515
73 O 2.320 -0.318 9.339
74 H 4.140 0.868 3.794
75 H 6.059 0.070 5.141
76 H 5.729 -0.517 7.527
77 H 1.590 0.499 7.213
78 H 1.916 1.093 4.823

## Properties
LUMO = -0.112 Ha
energy above the lowest of the compared OMol25 structures with the same formula, charge and spin = 0.00 kJ/mol
frontier orbital gap = 8.41 eV
net charge = +1

***

Density functional theory data (ωB97M-V with the def2-TZVPD basis set) for a structure of composition C26H35F3N9O3RbS2.

CARTESIAN COORDINATES (ANGSTROEM)
1 Rb -0.390 -1.509 1.619
2 C -0.209 0.933 4.999
3 C -1.680 0.991 4.681
4 N -1.995 -0.046 3.760
5 C -3.112 0.220 2.904
6 C -2.763 1.356 1.965
7 C -3.549 2.492 1.715
8 C -2.996 3.574 0.988
9 C -1.709 3.449 0.511
10 C -1.032 2.236 0.713
11 C 0.371 2.144 0.160
12 N 1.264 1.377 0.992
13 C 1.890 2.161 2.080
14 C 0.989 2.239 3.268
15 N 0.596 0.929 3.778
16 N -1.544 1.242 1.419
17 H 0.085 1.739 5.713
18 H 0.024 -0.054 5.430
19 H -2.259 0.951 5.611
20 H -1.985 1.940 4.253
21 H -1.994 -0.956 4.210
22 H -3.342 -0.695 2.363
23 H -4.030 0.509 3.450
24 H -4.548 2.562 2.142
25 H -3.510 4.513 0.782
26 H -1.192 4.219 -0.045
27 H 0.353 1.665 -0.825
28 H 0.728 3.158 -0.017
29 H 2.019 1.044 0.383
30 H 2.823 1.652 2.270
31 H 2.064 3.175 1.705
32 H 1.446 2.822 4.067
33 H 0.099 2.796 2.986
34 H 1.444 0.374 3.859
35 F -1.530 -3.616 3.797
36 C -1.153 -2.660 4.730
37 F 0.155 -2.355 4.238
38 F -0.882 -3.473 5.816
39 C -0.785 -3.645 -2.825
40 C -1.128 -2.783 -1.567
41 O -0.056 -2.463 -1.052
42 H -1.643 -3.902 -3.426
43 H -0.323 -4.530 -2.441
44 H -0.059 -3.050 -3.362
45 O 7.716 -1.690 0.313
46 S 7.290 -1.001 -0.892
47 O 8.328 -0.676 -1.857
48 N 6.422 0.317 -0.527
49 C 5.193 0.240 -0.924
50 S 4.085 1.501 -0.842
51 C 4.879 -1.067 -1.567
52 C 3.663 -1.502 -1.994
53 C 3.562 -2.743 -2.621
54 C 4.698 -3.551 -2.802
55 C 5.935 -3.117 -2.328
56 C 5.980 -1.907 -1.623
57 H 2.802 -0.839 -1.919
58 H 2.585 -3.086 -2.915
59 H 4.573 -4.472 -3.373
60 H 6.844 -3.769 -2.466
61 C -0.853 -0.421 -4.419
62 C -1.890 0.599 -3.924
63 C -3.270 0.238 -4.408
64 C -1.855 0.765 -2.355
65 N -3.184 0.724 -1.794
66 C -3.820 -0.359 -1.249
67 N -5.109 -0.120 -1.195
68 N -5.230 1.151 -1.582
69 N -4.117 1.656 -1.992
70 H -0.888 -0.528 -5.517
71 H -1.021 -1.379 -3.982
72 H 0.170 -0.167 -4.207
73 H -1.616 1.599 -4.297
74 H -3.577 -0.715 -3.926
75 H -3.243 0.125 -5.491
76 H -3.982 1.013 -4.199
77 H -1.465 1.727 -2.051
78 H -1.322 -0.054 -1.878
79 H -3.236 -1.220 -0.996

## Properties
LUMO = 0.134 Ha
energy above the lowest of the compared OMol25 structures with the same formula, charge and spin = 70.16 kJ/mol
frontier orbital gap = 5.03 eV
net charge = -2

***

For reference, max |F| by record: 0.40 1.41 0.90 5.02 1.06 2.25 eV/Å.
For reference, calculated total energy by record: -82051.982 -77613.365 -103855.247 -82333.187 -69350.480 -77560.315 eV.